Entry 1:
Computed, not measured: a structure of composition C10H22N3O4SbSc, with ωB97M-V/def2-TZVPD.

The geometry in XYZ format:
```
41
C10H22N3O4SbSc ωB97M-V/def2-TZVPD
Sc -0.757 -0.153 -0.665
C 4.277 1.328 -0.217
C 2.815 1.009 -0.247
N 1.978 1.016 0.718
O 2.411 1.338 1.968
C 2.186 0.666 -1.570
C 2.731 1.094 -2.887
N 1.087 0.045 -1.445
O 0.143 -0.143 -2.420
H 4.721 1.304 0.778
H 4.468 2.318 -0.635
H 4.833 0.605 -0.813
H 3.352 1.583 1.934
H 3.733 1.505 -2.805
H 2.073 1.858 -3.309
H 2.739 0.260 -3.588
O -1.379 1.703 0.115
N -2.613 1.475 0.005
O -2.821 0.347 -0.539
C -1.460 -5.436 1.827
C -0.308 -4.505 1.471
Sb -0.919 -2.541 0.976
C -1.485 -2.810 -1.110
C -2.126 -4.153 -1.465
C -2.801 -2.309 1.954
C -4.039 -2.805 1.219
H -1.073 -6.422 2.087
H -2.159 -5.566 1.002
H -2.027 -5.079 2.687
H 0.263 -4.854 0.609
H 0.401 -4.416 2.294
H -0.564 -2.687 -1.691
H -2.171 -2.016 -1.446
H -1.477 -4.983 -1.189
H -2.297 -4.221 -2.540
H -3.084 -4.292 -0.968
H -2.881 -1.245 2.181
H -2.684 -2.804 2.920
H -4.147 -2.342 0.237
H -4.942 -2.565 1.782
H -4.023 -3.886 1.080
```

**DFT total energy**: -50615.259 eV
**Net charge**: +1
**HOMO-LUMO gap**: 0.31428 Eh
**2S+1**: 1
**Energy relative to the best compared isomer or geometry (same formula, charge and spin)**: 0.0 kJ/mol

Results of the Mulliken charge analysis, in e, for atoms 1 through 5: 0.68, -1.63, 0.69, -0.07, -0.36



Entry 2:
Computed, not measured: a cluster of 2 separate species, C10H22OSi in total, with ωB97M-V/def2-TZVPD.

The geometry in XYZ format:
```
34
C10H22OSi ωB97M-V/def2-TZVPD
C 2.373 1.664 -0.086
C -1.632 2.436 0.254
C -1.894 1.390 -1.922
C -0.430 -2.242 -1.104
C 1.984 -1.613 -1.214
C 1.157 -1.137 2.046
C -1.171 -0.500 2.268
C -0.892 1.771 -0.897
C 0.529 -1.099 -1.346
C 0.135 -0.033 1.735
O 3.469 1.154 0.055
Si 0.187 0.325 -0.212
H 2.408 2.729 -0.193
H -2.602 2.050 0.462
H -0.879 2.284 1.001
H -1.687 3.464 0.006
H -2.698 2.131 -1.989
H -2.391 0.499 -1.535
H -1.567 1.155 -2.923
H -0.153 -3.208 -1.531
H -0.485 -2.351 -0.024
H -1.391 -1.953 -1.438
H 2.340 -2.339 -1.839
H 2.026 -2.082 -0.174
H 2.819 -0.840 -1.274
H 1.229 -1.265 3.094
H 1.012 -2.103 1.523
H 2.140 -0.737 1.688
H -1.994 0.151 2.094
H -1.109 -0.555 3.380
H -1.359 -1.493 1.913
H -0.242 2.358 -1.527
H 0.495 -0.912 -2.450
H 0.272 0.900 2.160
```

**DFT total energy**: -20648.675 eV
**Net charge**: 0
**HOMO-LUMO gap**: 0.30292 Eh
**2S+1**: 1
**Energy relative to the best compared isomer or geometry (same formula, charge and spin)**: 113.5 kJ/mol

Results of the Mulliken charge analysis, in e, for atoms 1 through 5: -0.25, -1.72, -1.64, -1.44, -1.37



Entry 3:
Computed, not measured: an isolated molecule of C10H23BN2, with ωB97M-V/def2-TZVPD.

The geometry in XYZ format:
```
36
C10H23BN2 ωB97M-V/def2-TZVPD
B -0.498 -1.473 1.954
N -0.036 -1.679 0.664
C 0.961 -0.738 0.164
C 0.385 0.649 0.060
N 1.110 1.661 0.178
C 0.636 3.026 0.141
C 1.032 3.629 1.496
C 1.414 3.726 -0.981
C -0.870 3.208 -0.083
C -0.445 -2.730 -0.278
C 0.752 -3.649 -0.577
C -1.569 -3.592 0.305
C -0.970 -2.108 -1.584
H -1.308 -2.143 2.462
H -0.038 -0.571 2.549
H 1.330 -1.032 -0.821
H 1.824 -0.711 0.835
H -0.701 0.659 -0.105
H 0.510 3.113 2.299
H 2.101 3.511 1.651
H 0.778 4.685 1.533
H 2.481 3.588 -0.829
H 1.191 4.791 -0.986
H 1.144 3.304 -1.948
H -1.106 4.269 -0.109
H -1.178 2.766 -1.029
H -1.438 2.750 0.726
H 1.531 -3.134 -1.134
H 1.179 -4.013 0.356
H 0.427 -4.503 -1.167
H -1.232 -4.126 1.188
H -1.884 -4.322 -0.440
H -2.426 -2.980 0.569
H -1.319 -2.897 -2.253
H -1.807 -1.442 -1.370
H -0.202 -1.546 -2.109
```

**DFT total energy**: -14400.132 eV
**Net charge**: 0
**HOMO-LUMO gap**: 0.36786 Eh
**SMILES string**: BN(C/C=N/C(C)(C)C)C(C)(C)C
**2S+1**: 1
**Energy relative to the best compared isomer or geometry (same formula, charge and spin)**: 0.0 kJ/mol

Results of the Mulliken charge analysis, in e, for atoms 1 through 5: 0.41, 0.09, -0.59, -0.16, -0.45



Entry 4:
Computed, not measured: a structure of composition C10H23BeFNO8P2, with ωB97M-V/def2-TZVPD.

The geometry in XYZ format:
```
46
C10H23BeFNO8P2 ωB97M-V/def2-TZVPD
Be 1.382 -0.026 4.047
F 0.063 0.626 2.291
C 2.705 -1.174 -0.170
O 3.953 -0.554 0.234
P 4.128 0.416 1.527
O 3.306 0.029 2.701
O 3.722 1.801 0.887
C 2.466 2.011 0.184
O 5.702 0.408 1.796
C 6.510 0.390 0.608
H 2.756 -2.244 -0.352
H 2.446 -0.604 -1.060
H 1.981 -0.944 0.612
H 1.952 2.870 0.613
H 1.764 1.210 0.411
H 2.587 2.162 -0.885
H 6.346 -0.505 0.006
H 7.561 0.367 0.885
H 6.346 1.183 -0.122
C -0.313 -1.948 -4.377
O -0.759 -1.384 -3.172
P -2.130 -1.894 -2.498
O -2.664 -3.184 -3.015
O -1.774 -1.936 -0.933
C -1.122 -0.860 -0.308
O -3.046 -0.586 -2.569
C -3.850 -0.376 -3.757
H 0.519 -2.609 -4.133
H -0.017 -1.278 -5.184
H -1.130 -2.538 -4.798
H -0.533 -1.210 0.542
H -1.892 -0.219 0.126
H -0.407 -0.284 -0.896
H -4.058 -1.365 -4.163
H -3.277 0.286 -4.406
H -4.797 0.117 -3.546
N -2.530 1.191 3.005
C -3.464 1.892 2.276
C -4.691 1.862 2.968
C -4.434 1.147 4.141
C -3.113 0.771 4.150
H -1.562 1.152 2.696
H -3.242 2.290 1.298
H -5.630 2.254 2.611
H -5.259 0.965 4.811
H -2.501 0.323 4.916
```

**DFT total energy**: -50302.466 eV
**Net charge**: +1
**HOMO-LUMO gap**: 0.10184 Eh
**2S+1**: 1

Results of the Mulliken charge analysis, in e, for atoms 1 through 5: 1.07, -0.64, -0.49, -0.33, 0.85



Entry 5:
Computed, not measured: a structure of composition C10H23Br2Cl2CsF2LiMgNO5S, with ωB97M-V/def2-TZVPD.

The geometry in XYZ format:
```
49
C10H23Br2Cl2CsF2LiMgNO5S ωB97M-V/def2-TZVPD
O 6.143 1.337 0.301
S 4.750 0.762 0.052
O 3.852 1.060 1.110
O 4.274 1.426 -1.252
C 4.873 -0.966 -0.177
C 3.538 -1.540 -0.695
C 2.656 -1.969 0.488
C 1.167 -1.845 0.172
C 0.665 -0.465 0.527
C 0.544 0.527 -0.644
C -0.311 1.569 0.111
C -1.327 0.622 0.662
N -0.749 -0.479 0.934
H 3.370 1.092 -1.412
H 5.728 -1.217 -0.793
H 5.062 -1.371 0.812
H 3.050 -0.818 -1.345
H 3.791 -2.382 -1.325
H 2.904 -1.360 1.356
H 2.903 -2.992 0.766
H 1.053 -2.048 -0.888
H 0.590 -2.559 0.791
H 1.311 0.053 1.238
H -0.114 0.107 -1.400
H 1.499 0.831 -1.024
H 0.238 1.892 1.006
H -0.718 2.415 -0.432
H -2.375 0.863 0.794
H -1.215 -1.278 1.352
F 0.816 -0.301 -3.028
Cl 7.117 0.516 1.681
Mg 0.393 -3.849 2.333
Br -4.643 1.328 0.496
C -5.847 0.204 1.702
C -5.412 -1.223 1.669
Br -5.940 -2.095 0.029
H -6.889 0.370 1.353
H -5.729 0.641 2.694
H -5.912 -1.755 2.474
H -4.335 -1.354 1.755
F 6.818 2.141 -1.557
Li -4.169 3.164 -1.415
Cl -8.623 -0.610 1.491
O -1.302 -3.462 -0.649
H -1.963 -2.785 -0.442
Cs -4.352 4.526 1.090
O -2.584 4.146 -4.050
H -2.630 4.329 -4.994
H -1.964 4.802 -3.716
```

**DFT total energy**: -210051.675 eV
**Net charge**: 0
**HOMO-LUMO gap**: 0.06062 Eh
**2S+1**: 1

Results of the Mulliken charge analysis, in e, for atoms 1 through 5: -0.31, 1.26, -0.51, -0.50, -0.86



Entry 6:
Computed, not measured: a cluster of 2 separate species, C10H23ClO3P in total, with ωB97M-V/def2-TZVPD.

The geometry in XYZ format:
```
38
C10H23ClO3P ωB97M-V/def2-TZVPD
C 2.600 0.615 2.511
C 2.794 -0.799 1.977
C 1.564 -1.450 1.307
P -0.053 -1.003 1.934
Cl -0.686 -2.409 3.159
C -1.212 -0.820 0.516
O -2.542 -1.041 0.786
C -3.187 -0.077 1.639
C -4.000 -0.774 2.726
H 1.983 0.635 3.412
H 3.568 1.018 2.803
H 2.189 1.278 1.750
H 3.169 -1.450 2.766
H 3.561 -0.766 1.204
H 1.597 -2.539 1.365
H 1.547 -1.175 0.248
H -0.043 0.182 2.662
H -0.882 -1.569 -0.207
H -0.990 0.172 0.100
H -2.442 0.607 2.055
H -3.840 0.518 1.001
H -3.765 -1.839 2.720
H -3.770 -0.384 3.714
H -5.065 -0.672 2.538
O 1.898 0.870 -0.761
C 1.405 1.076 -1.846
O 0.077 0.930 -1.964
C -0.653 1.293 -3.156
C -0.633 0.192 -4.193
C 2.242 1.430 -3.045
H -0.282 2.240 -3.545
H -1.667 1.465 -2.804
H 0.376 -0.011 -4.551
H -1.244 0.478 -5.048
H -1.036 -0.730 -3.775
H 2.634 0.506 -3.470
H 3.080 2.033 -2.707
H 1.709 1.973 -3.821
```

**DFT total energy**: -38690.566 eV
**Net charge**: +1
**HOMO-LUMO gap**: 0.39310 Eh
**2S+1**: 1

Results of the Mulliken charge analysis, in e, for atoms 1 through 5: -1.36, -0.39, -0.45, 0.65, -0.16